The following is a quantum chemistry calculation of a structure of composition C9H4BrN4OS2Sn, from the OMol25 dataset.

For the energy above the lowest of the compared OMol25 structures with the same formula, charge and spin, the calculation gives 0.000 eV. As for the orbital gap: 0.2909 Ha. As for the HOMO energy: -0.476 Ha. The calculation puts the molecular weight at 446.9 u.

Geometry as ORCA input:
```
! wB97M-V def2-TZVPD RIJCOSX def2/J DEFGRID3
* xyz 1 1
Sn 0.2697 -0.2121 -0.4165
S 0.5377 -0.2780 2.0554
C -0.0624 1.3471 2.3465
C -1.4232 1.4165 2.7829
N -2.5257 1.3868 3.1072
C 0.6261 2.4886 2.1251
S 2.2791 2.5690 1.5202
C 0.0174 3.7557 2.3724
N -0.4803 4.7781 2.5389
O 2.9776 1.6271 -0.6837
N 2.0495 1.6688 0.0528
Br -1.4260 2.3620 -0.6277
C -2.6453 1.0220 -0.0448
C -3.9453 1.3177 0.2849
C -4.7238 0.2603 0.7400
C -4.1691 -1.0089 0.8368
C -2.8474 -1.1896 0.4796
N -2.0900 -0.1770 0.0404
H -4.3272 2.3244 0.2062
H -5.7529 0.4337 1.0226
H -4.7504 -1.8464 1.1927
H -2.3658 -2.1573 0.5468
*
```